C27H38BBrNO4ScSe4 | wB97M-V/def2-TZVPD

Properties
total charge = -2
energy above the lowest of the compared OMol25 structures with the same formula, charge and spin = 1.177 eV
LUMO = 3.94 eV

Geometry (Å):
Sc  -0.879  -0.206  -0.064
C  3.640  3.397  5.882
C  2.215  2.901  6.159
C  2.283  1.701  7.114
C  1.450  4.023  6.860
C  1.549  2.480  4.854
C  2.127  1.481  4.072
C  1.528  1.065  2.906
Br  2.360  -0.318  1.925
C  0.300  1.594  2.427
O  -0.237  1.115  1.352
C  -0.258  2.647  3.191
C  0.373  3.032  4.377
C  -1.542  3.412  2.831
C  -2.616  3.116  3.888
C  -2.128  3.076  1.462
C  -1.248  4.923  2.820
H  4.128  3.699  6.813
H  3.625  4.253  5.205
H  4.249  2.623  5.417
H  2.774  1.980  8.050
H  2.839  0.875  6.671
H  1.280  1.338  7.342
H  1.966  4.294  7.785
H  0.436  3.717  7.120
H  1.382  4.917  6.239
H  3.050  1.000  4.370
H  -0.104  3.807  4.960
H  -2.840  2.048  3.909
H  -3.537  3.652  3.643
H  -2.301  3.418  4.887
H  -2.434  2.037  1.374
H  -1.415  3.269  0.661
H  -3.007  3.714  1.309
H  -0.915  5.296  3.787
H  -2.153  5.470  2.544
H  -0.476  5.154  2.085
N  -3.215  2.740  -2.223
C  -2.785  1.713  -1.434
O  -1.576  1.568  -1.263
C  -3.816  0.836  -0.779
C  -3.188  -0.172  0.172
H  -2.525  3.149  -2.832
H  -4.168  2.715  -2.542
H  -4.353  0.353  -1.608
H  -4.538  1.523  -0.305
H  -3.451  -1.189  -0.146
H  -3.564  -0.043  1.197
Se  -0.824  -2.302  1.785
Se  -2.053  -3.694  0.325
Se  -1.035  -3.212  -1.733
Se  -2.208  -1.509  -2.840
C  5.428  -2.064  -6.021
C  6.045  -1.239  -4.884
C  7.029  -0.246  -5.502
C  6.832  -2.175  -3.959
C  4.934  -0.546  -4.095
C  4.847  0.837  -3.977
C  3.818  1.460  -3.255
C  2.880  0.656  -2.656
O  1.803  0.990  -1.914
B  1.142  -0.239  -1.512
O  1.933  -1.293  -2.088
C  2.956  -0.729  -2.763
C  3.960  -1.346  -3.468
H  6.211  -2.556  -6.604
H  4.847  -1.425  -6.687
H  4.758  -2.832  -5.638
H  7.801  -0.793  -6.049
H  7.522  0.359  -4.740
H  6.535  0.428  -6.201
H  7.631  -2.676  -4.511
H  6.188  -2.939  -3.527
H  7.278  -1.616  -3.135
H  5.590  1.465  -4.448
H  3.762  2.537  -3.167
H  3.979  -2.426  -3.528


C48H45BBr2ClN8O18 | wB97M-V/def2-TZVPD

Properties
total charge = -1
LUMO = 0.39 eV

Geometry (Å):
C  3.053  0.759  0.319
O  1.715  0.781  -0.271
B  1.328  2.169  -0.536
O  1.952  2.801  -1.669
C  0.194  2.884  0.430
Cl  0.715  2.703  2.205
N  -1.164  2.371  0.136
C  -1.444  1.053  0.756
Br  -2.490  1.171  2.471
C  -2.437  0.269  -0.284
C  -3.822  1.084  -0.481
Br  -1.574  0.125  -2.085
C  0.250  4.487  0.131
O  -0.812  5.200  -0.011
O  1.468  5.169  0.064
H  3.085  1.507  1.202
H  3.279  -0.311  0.704
H  3.871  1.020  -0.456
H  1.628  2.294  -2.454
H  -1.908  3.000  0.483
H  -0.537  0.376  0.884
H  -2.613  -0.760  0.193
H  -4.178  0.829  -1.546
H  -3.702  2.217  -0.412
H  -4.560  0.753  0.328
C  -5.353  -0.245  8.102
C  -4.570  0.475  7.204
C  -4.826  0.397  5.839
C  -5.874  -0.403  5.385
C  -6.656  -1.132  6.279
C  -6.391  -1.050  7.642
N  -6.164  -0.468  3.950
O  -5.445  0.169  3.196
O  -7.112  -1.155  3.590
H  -5.153  -0.177  9.168
H  -3.762  1.098  7.569
H  -4.208  0.962  5.149
H  -7.470  -1.760  5.933
H  -6.996  -1.611  8.346
C  6.507  -3.149  -3.713
C  7.469  -2.697  -2.812
C  7.090  -2.279  -1.541
C  5.744  -2.321  -1.180
C  4.777  -2.765  -2.079
C  5.164  -3.179  -3.350
N  5.345  -1.906  0.166
O  6.219  -1.504  0.923
O  4.160  -1.987  0.459
H  6.807  -3.479  -4.703
H  8.514  -2.674  -3.101
H  7.849  -1.930  -0.849
H  3.727  -2.796  -1.807
H  4.420  -3.528  -4.056
C  -3.710  -3.607  -6.576
C  -5.100  -3.621  -6.493
C  -5.750  -2.808  -5.570
C  -4.998  -1.982  -4.737
C  -3.606  -1.970  -4.810
C  -2.964  -2.788  -5.734
N  -5.678  -1.106  -3.781
O  -6.900  -1.156  -3.730
O  -4.985  -0.373  -3.091
H  -3.206  -4.239  -7.302
H  -5.676  -4.263  -7.151
H  -6.833  -2.828  -5.515
H  -3.013  -1.333  -4.161
H  -1.881  -2.784  -5.801
C  12.240  2.313  -1.944
C  12.940  1.136  -1.695
C  12.511  -0.062  -2.258
C  11.381  -0.067  -3.073
C  10.671  1.106  -3.320
C  11.106  2.299  -2.750
N  10.940  -1.321  -3.688
O  11.575  -2.336  -3.435
O  9.963  -1.282  -4.424
H  12.581  3.247  -1.507
H  13.823  1.153  -1.064
H  13.066  -0.972  -2.056
H  9.788  1.109  -3.949
H  10.562  3.219  -2.938
C  -5.782  5.021  -0.428
C  -4.995  5.737  -1.326
C  -5.254  5.662  -2.691
C  -6.308  4.870  -3.145
C  -7.094  4.144  -2.251
C  -6.826  4.223  -0.889
N  -6.600  4.808  -4.579
O  -5.879  5.442  -5.337
O  -7.553  4.129  -4.939
H  -5.580  5.085  0.637
H  -4.181  6.355  -0.961
H  -4.634  6.224  -3.380
H  -7.912  3.522  -2.597
H  -7.433  3.665  -0.183
C  -9.037  5.117  8.619
C  -8.332  5.314  9.803
C  -7.027  4.848  9.923
C  -6.435  4.189  8.847
C  -7.138  3.982  7.662
C  -8.443  4.449  7.552
N  -5.053  3.718  8.959
O  -4.472  3.899  10.021
O  -4.558  3.174  7.983
H  -10.053  5.487  8.527
H  -8.800  5.834  10.633
H  -6.489  5.008  10.851
H  -6.686  3.465  6.822
H  -8.998  4.296  6.632
C  7.723  -9.197  -1.951
C  6.769  -8.540  -1.179
C  6.011  -7.514  -1.734
C  6.214  -7.156  -3.065
C  7.173  -7.805  -3.841
C  7.928  -8.828  -3.278
N  5.401  -6.094  -3.660
O  4.583  -5.534  -2.944
O  5.583  -5.828  -4.841
H  8.309  -10.001  -1.517
H  6.614  -8.831  -0.146
H  5.270  -7.010  -1.122
H  7.340  -7.529  -4.877
H  8.676  -9.342  -3.874


C43H60O27 | wB97M-V/def2-TZVPD

Properties
energy above the lowest of the compared OMol25 structures with the same formula, charge and spin = 0.000 eV
LUMO = 0.43 eV

Geometry (Å):
O  -0.652  -3.593  -4.358
C  -0.248  -2.524  -4.042
O  -1.048  -1.413  -3.995
C  -0.159  -0.352  -4.441
C  1.082  -0.743  -3.693
C  2.384  -0.113  -4.172
C  3.323  -1.069  -4.923
C  2.663  -1.740  -6.117
C  2.161  -0.958  -7.161
C  1.530  -1.591  -8.229
C  1.421  -2.975  -8.252
C  1.911  -3.755  -7.215
C  2.543  -3.129  -6.142
O  0.988  -2.203  -3.687
H  -0.507  0.598  -4.054
H  -0.106  -0.448  -5.522
H  1.012  -0.499  -2.639
H  2.133  0.685  -4.865
H  2.914  0.346  -3.352
H  4.120  -0.451  -5.342
H  3.797  -1.799  -4.272
H  2.258  0.121  -7.106
H  1.132  -0.979  -9.025
H  0.947  -3.455  -9.098
H  1.815  -4.827  -7.198
H  2.925  -3.687  -5.302
C  0.652  0.932  2.628
C  1.067  1.793  1.468
C  -0.019  2.640  0.854
O  0.501  2.853  -0.471
C  1.264  1.780  -0.774
O  1.686  1.543  -1.865
O  1.469  1.011  0.317
H  1.454  0.253  2.905
H  0.414  1.548  3.494
H  -0.218  0.321  2.380
H  1.923  2.413  1.752
H  -0.178  3.585  1.366
H  -0.969  2.109  0.763
C  -1.324  1.653  -10.196
C  -0.826  2.340  -8.952
C  -0.106  3.649  -9.164
O  0.695  3.730  -7.974
C  0.958  2.460  -7.587
O  1.745  2.156  -6.748
O  0.203  1.581  -8.289
H  -1.691  0.655  -9.958
H  -2.137  2.225  -10.641
H  -0.526  1.541  -10.932
H  -1.648  2.465  -8.240
H  -0.771  4.505  -9.244
H  0.567  3.624  -10.024
C  -2.856  -4.953  -2.733
C  -4.024  -4.157  -2.228
C  -3.680  -2.748  -1.817
O  -4.746  -2.452  -0.894
C  -5.134  -3.632  -0.337
O  -5.863  -3.722  0.596
O  -4.561  -4.671  -0.988
H  -3.123  -6.003  -2.862
H  -2.520  -4.557  -3.687
H  -2.025  -4.915  -2.027
H  -4.838  -4.166  -2.959
H  -3.666  -2.041  -2.642
H  -2.736  -2.691  -1.272
C  5.538  0.307  4.098
C  4.539  0.535  5.201
C  4.450  -0.560  6.234
O  3.125  -0.356  6.752
C  2.387  0.180  5.750
O  1.205  0.305  5.781
O  3.181  0.547  4.714
H  5.426  1.064  3.322
H  6.552  0.362  4.492
H  5.393  -0.667  3.626
H  4.722  1.505  5.673
H  5.193  -0.476  7.023
H  4.493  -1.559  5.795
C  -2.670  -8.590  -5.304
C  -1.308  -8.335  -5.894
C  -0.380  -7.479  -5.067
O  0.509  -6.974  -6.072
C  -0.194  -6.909  -7.230
O  0.179  -6.355  -8.211
O  -1.382  -7.555  -7.101
H  -3.313  -9.084  -6.032
H  -2.587  -9.228  -4.425
H  -3.157  -7.657  -5.020
H  -0.829  -9.286  -6.148
H  0.166  -8.035  -4.309
H  -0.886  -6.628  -4.605
C  -6.994  0.706  0.780
C  -5.891  1.357  -0.011
C  -4.518  0.772  0.184
O  -3.679  1.879  -0.192
C  -4.367  3.014  0.094
O  -3.900  4.106  0.082
O  -5.657  2.721  0.398
H  -7.915  1.282  0.695
H  -7.177  -0.302  0.409
H  -6.741  0.650  1.840
H  -6.155  1.376  -1.073
H  -4.328  -0.095  -0.440
H  -4.307  0.526  1.227
C  -0.552  3.729  7.718
C  0.941  3.549  7.801
C  1.664  4.540  8.673
O  2.989  4.485  8.124
C  2.861  4.161  6.812
O  3.748  4.207  6.022
O  1.588  3.785  6.533
H  -0.970  3.072  6.957
H  -1.012  3.488  8.676
H  -0.812  4.753  7.446
H  1.170  2.522  8.101
H  1.662  4.267  9.726
H  1.292  5.562  8.558
C  1.071  6.714  13.325
C  1.392  5.285  13.676
C  2.823  4.864  13.453
O  2.683  3.444  13.314
C  1.448  3.212  12.803
O  1.074  2.165  12.390
O  0.702  4.351  12.821
H  -0.003  6.886  13.374
H  1.562  7.393  14.023
H  1.395  6.955  12.312
H  1.084  5.075  14.705
H  3.484  5.111  14.280
H  3.237  5.259  12.522


AlFO4P | wB97M-V/def2-TZVPD

Properties
total charge = -1
energy above the lowest of the compared OMol25 structures with the same formula, charge and spin = 0.651 eV
LUMO = -1.08 eV

Geometry (Å):
Al  -1.349  -0.627  42.982
P  -2.638  -0.580  40.066
O  -2.683  -1.977  40.701
O  -3.246  0.295  41.185
O  -3.244  -0.480  38.714
O  -1.186  -0.069  40.225
F  -3.872  -1.154  44.046


C2H6O3PS | wB97M-V/def2-TZVPD

Properties
total charge = -1
energy above the lowest of the compared OMol25 structures with the same formula, charge and spin = 5.301 eV
LUMO = 4.07 eV

Geometry (Å):
C  0.179  -1.702  -0.045
C  -0.125  -0.213  -0.168
O  -2.485  -0.871  -1.364
O  -2.578  -0.915  0.993
O  -2.341  1.326  0.212
P  -0.840  2.057  0.843
S  -1.941  -0.245  -0.142
H  1.153  -1.890  -0.473
H  0.133  -2.049  1.027
H  -0.559  -2.229  -0.566
H  0.312  0.283  -1.096
H  -0.262  2.274  -0.395
H  -1.567  3.317  0.891


C9H9N2O4 | wB97M-V/def2-TZVPD

Properties
total charge = -1
energy above the lowest of the compared OMol25 structures with the same formula, charge and spin = 2.074 eV
LUMO = 2.40 eV

Geometry (Å):
C  1.661  2.367  -0.025
C  2.357  1.148  0.132
C  0.323  2.391  -0.379
C  1.578  -0.020  0.033
C  0.289  0.126  -0.326
C  -0.441  1.258  -0.542
C  2.370  -1.389  0.389
C  -1.357  -1.148  1.466
C  -0.844  -1.593  0.083
N  -1.808  1.360  -0.935
N  -1.854  -1.911  -0.823
O  3.183  -1.117  1.268
O  -1.484  -2.352  -1.938
O  2.174  -2.375  -0.283
O  -3.062  -1.574  -0.574
H  2.357  3.205  0.003
H  3.486  1.134  0.286
H  -0.071  3.254  -0.755
H  -2.371  -1.522  1.503
H  -1.223  -0.102  1.520
H  -0.719  -1.761  2.113
H  -0.038  -2.385  0.014
H  -1.972  2.354  -1.161
H  -2.536  0.652  -1.069